Record 1
{"formula": "C31H45InN2PSSe2", "method": "ωB97M-V with the def2-TZVPD basis set", "elements": ["C", "H", "H", "H", "H", "H", "H", "H", "H", "H", "C", "C", "P", "C", "C", "H", "H", "C", "C", "C", "C", "H", "C", "H", "C", "H", "H", "H", "C", "H", "H", "C", "H", "H", "C", "H", "H", "Se", "H", "H", "H", "H", "Se", "H", "H", "C", "H", "H", "C", "C", "H", "C", "C", "H", "H", "H", "C", "H", "C", "H", "C", "C", "C", "H", "N", "H", "C", "N", "H", "C", "C", "H", "C", "C", "H", "H", "H", "H", "S", "C", "In", "C", "H"], "xyz": [[4.60, 1.61, 2.08], [2.80, -0.98, 3.46], [-2.95, 3.71, 1.54], [-1.65, -3.07, 3.62], [-1.42, -4.62, 1.77], [-0.99, -1.29, -3.47], [-2.21, -1.41, 3.41], [-0.29, -3.52, 0.96], [3.23, 0.82, -5.53], [-0.58, -1.86, 2.88], [4.14, 0.47, 1.43], [1.64, 0.66, 2.72], [2.37, 0.47, 1.06], [6.36, -0.42, 1.41], [6.82, 0.73, 2.04], [-1.72, -4.13, 0.10], [-3.73, -3.83, 2.42], [-3.63, -3.01, 1.71], [-2.14, -0.17, -1.30], [-1.34, -3.79, 1.07], [1.63, -0.04, 5.00], [4.23, -1.72, -6.01], [-4.16, 2.49, -0.57], [-4.49, 3.48, -0.25], [-2.15, -2.60, 1.58], [-1.43, 2.80, -1.67], [0.40, 2.33, 2.21], [3.68, -2.02, -3.43], [-2.69, -0.14, -2.72], [-2.51, 0.23, 2.01], [-1.76, -2.37, -1.30], [-2.76, 2.22, 0.00], [5.26, -1.09, -4.70], [-4.62, -0.53, -3.59], [4.59, -0.81, -5.51], [-4.24, -2.18, 2.05], [-0.45, 2.59, 4.52], [1.69, -1.43, 0.23], [-2.48, -2.24, -3.29], [-4.87, 1.76, -0.18], [0.36, 1.09, 6.31], [-0.83, 3.20, -0.06], [1.98, 2.24, -0.16], [-2.90, 1.09, -4.47], [-3.65, 2.16, 1.98], [5.02, -0.56, 1.10], [3.89, 2.39, 2.33], [4.64, -1.45, 0.62], [-4.20, -0.40, -2.60], [5.94, 1.74, 2.39], [-4.19, 2.47, -1.65], [-2.09, -1.44, 0.63], [2.66, -0.34, -4.02], [7.87, 0.83, 2.27], [-4.70, 0.43, -2.11], [5.15, -0.22, -6.23], [-1.62, -2.20, 2.96], [6.29, 2.62, 2.89], [0.26, 1.81, 4.30], [2.25, -1.67, -2.53], [-1.72, 3.14, -0.68], [-2.40, 0.73, -0.11], [2.09, -0.20, 3.71], [-2.13, 4.15, -0.77], [2.86, -1.44, -3.30], [-1.90, 2.38, 2.00], [0.72, 0.96, 5.30], [3.49, -0.01, -5.01], [-1.37, 1.31, -3.64], [-2.44, 1.16, -3.49], [-2.82, 2.63, 1.48], [1.98, -0.70, 5.78], [-2.08, -1.27, -3.56], [-1.95, -1.48, -0.72], [-4.39, -1.30, -2.02], [7.05, -1.21, 1.17], [-2.86, 2.03, -2.99], [-2.32, -1.11, -4.61], [1.34, 0.68, -3.75], [0.72, 1.66, 3.01], [0.18, 0.43, -1.28], [-2.36, -0.08, 0.99], [-4.01, -3.34, 0.74]], "relative_energy_ev": 0.000, "homo_energy_ev": -10.39, "e_tot_ha": -7050.196055, "gap_ha": 0.2519, "charge": 1}

---

Record 2
{"formula": "C17H14Cl3F3N2O2PdS", "method": "ωB97M-V with the def2-TZVPD basis set", "elements": ["C", "C", "H", "F", "Pd", "C", "H", "C", "H", "H", "H", "H", "C", "C", "H", "Cl", "C", "C", "H", "N", "C", "C", "H", "Cl", "S", "Cl", "C", "C", "H", "C", "C", "F", "F", "C", "H", "N", "C", "O", "O", "H", "H", "H", "C"], "xyz": [[-3.27, 2.12, 3.15], [0.81, 0.89, -2.18], [-0.66, 4.09, -0.55], [-1.27, -2.93, -1.45], [0.38, -1.00, -0.50], [0.84, -4.57, 1.85], [0.55, -5.46, 2.39], [1.53, 1.60, -1.21], [-1.01, 0.82, -3.31], [-1.96, 2.85, -2.25], [-5.21, 2.23, 2.21], [-1.26, 1.95, 3.97], [-1.90, 1.69, 3.14], [-0.99, 2.49, -1.94], [3.08, -4.54, 1.85], [-4.80, 0.78, -0.23], [4.06, 1.08, -2.12], [2.12, -4.12, 1.59], [-1.08, -3.60, 1.21], [2.01, -2.98, 0.90], [0.00, -3.62, 1.27], [-0.46, 1.34, -2.54], [1.57, 3.26, 0.15], [-3.77, 2.99, 4.48], [3.11, 0.99, -0.61], [0.16, 0.43, 2.02], [-2.37, 0.62, 0.95], [-0.16, -2.30, -1.83], [4.16, 2.13, -2.41], [-1.45, 0.97, 2.09], [-3.79, 1.15, 1.05], [-0.44, -1.65, -2.98], [0.79, -3.19, -2.08], [-0.26, 3.18, -0.99], [2.73, -2.37, 0.55], [0.72, -2.66, 0.70], [1.00, 2.73, -0.60], [-2.03, -0.05, 0.02], [2.86, -0.48, -0.38], [5.04, 0.67, -1.90], [1.28, 0.08, -2.72], [3.57, 0.51, -2.91], [-4.20, 1.86, 2.13]], "relative_energy_ev": 0.060, "homo_energy_ev": -14.51, "e_tot_ha": -3121.766426, "gap_ha": 0.1574, "charge": 2}

---

Record 3
{"formula": "C37H40AlF6O3", "method": "ωB97M-V with the def2-TZVPD basis set", "elements": ["H", "H", "H", "H", "C", "H", "F", "C", "H", "C", "H", "H", "C", "H", "C", "H", "C", "C", "H", "C", "C", "C", "H", "H", "C", "H", "H", "O", "C", "H", "H", "H", "C", "C", "H", "C", "C", "F", "C", "H", "H", "C", "C", "H", "C", "C", "H", "H", "H", "F", "O", "C", "C", "H", "C", "C", "H", "F", "C", "C", "C", "H", "C", "C", "H", "H", "Al", "H", "C", "F", "H", "H", "H", "H", "H", "F", "C", "H", "H", "C", "C", "H", "H", "C", "C", "C", "O"], "xyz": [[4.95, 4.33, -3.91], [4.74, 2.82, 5.90], [1.70, -1.01, -7.34], [1.00, 1.75, 2.11], [3.77, 1.89, 4.24], [-7.74, -4.55, 0.92], [1.34, 1.17, -0.50], [4.63, 1.92, 5.32], [-1.63, 4.23, -1.02], [-1.35, 0.94, -2.07], [-5.57, -5.53, 0.24], [2.24, 4.90, -1.30], [2.98, 4.25, -0.82], [-3.17, -0.62, 4.69], [-4.59, -3.97, 3.08], [3.92, 4.81, -0.76], [2.48, 3.79, 0.53], [-6.96, -3.63, 2.68], [2.14, 4.69, 1.06], [3.35, -3.69, -0.24], [-4.86, 1.16, 2.40], [-3.91, 2.11, 2.05], [-4.14, 2.85, 1.30], [-3.72, -3.77, 3.70], [4.42, 3.04, -2.30], [3.33, 3.39, 1.11], [1.69, -2.39, -5.28], [-0.59, 3.11, 0.34], [-2.02, 2.14, -1.39], [-1.90, 2.77, 2.40], [-3.56, -5.14, 1.62], [6.02, 0.76, 6.48], [-0.36, -0.46, -7.16], [-0.37, -2.00, -4.85], [-2.54, 1.81, -0.49], [-1.53, -0.57, -6.42], [-6.86, -4.40, 1.53], [-6.07, 1.19, 1.79], [-1.51, -1.35, -5.28], [-2.79, 2.56, -2.06], [-1.43, 1.05, 4.10], [-2.67, 2.06, 2.68], [2.51, -1.54, -0.93], [-2.44, -0.07, -6.71], [3.59, 0.77, 3.46], [-4.62, 0.18, 3.34], [2.89, 0.81, 2.64], [-1.17, 0.13, -1.36], [-7.89, -3.18, 3.00], [-2.64, -1.46, -4.55], [3.20, 3.14, -1.75], [-3.38, 0.15, 3.95], [-5.64, -4.94, 1.15], [5.05, 2.61, -4.30], [-4.51, -4.73, 1.92], [0.79, -1.88, -5.61], [-0.36, 0.15, -8.06], [3.09, 3.01, 3.93], [-2.41, 1.09, 3.63], [4.45, 3.36, -3.78], [5.34, 0.76, 5.63], [4.37, -1.83, 0.10], [1.28, -3.53, -1.38], [2.24, -4.32, -0.78], [4.17, -1.27, 3.18], [0.60, -1.58, -1.94], [1.01, 2.41, 0.63], [-0.26, 3.35, -1.70], [-5.81, -3.44, 3.43], [-5.90, -2.69, 4.56], [2.10, -5.39, -0.73], [2.59, -0.47, -0.98], [-0.39, -2.59, -3.94], [-1.96, 0.55, -2.89], [4.12, -4.29, 0.24], [0.18, -4.13, -1.91], [5.18, -0.38, 4.87], [-5.39, -0.54, 3.57], [-0.37, 1.22, -2.47], [-1.08, 3.27, -0.96], [0.79, -1.11, -6.76], [5.73, -1.28, 5.11], [3.45, 3.42, -4.21], [3.49, -2.31, -0.32], [4.31, -0.38, 3.78], [1.39, -2.16, -1.47], [5.40, 2.72, -1.69]], "homo_energy_ev": -5.31, "e_tot_ha": -2501.423247, "gap_ha": 0.2844, "charge": -1}

---

Record 4
{"formula": "C27H42BrO3PSc", "method": "ωB97M-V with the def2-TZVPD basis set", "elements": ["H", "C", "H", "C", "C", "H", "C", "H", "H", "C", "C", "C", "C", "H", "H", "H", "H", "H", "C", "C", "H", "C", "H", "O", "C", "C", "H", "H", "O", "C", "H", "H", "H", "C", "H", "H", "C", "H", "H", "Sc", "C", "H", "C", "Br", "H", "C", "H", "H", "C", "H", "H", "C", "H", "H", "H", "P", "C", "C", "H", "O", "H", "H", "H", "H", "C", "C", "H", "H", "H", "C", "H", "H", "C", "H", "H"], "xyz": [[2.18, -1.55, 5.09], [2.84, 1.35, 2.69], [4.93, -2.48, -0.54], [4.12, 0.18, -2.05], [-1.19, 4.01, 3.15], [2.40, 2.35, 4.55], [2.95, -1.08, 4.48], [2.84, -1.86, -1.24], [5.07, 0.20, -0.10], [-0.21, 5.79, 1.90], [2.35, 1.34, 4.14], [3.20, -0.06, 2.16], [1.63, -2.82, 0.19], [1.29, 1.04, 4.18], [0.70, -2.28, -0.02], [3.72, 2.00, 2.63], [2.09, 1.83, 2.06], [3.54, -4.50, -1.69], [4.15, 0.58, -0.55], [4.18, -2.67, 0.24], [1.42, -1.01, 2.93], [4.86, 1.20, -2.93], [4.57, -0.81, -2.16], [-0.65, 0.79, 1.58], [-1.86, 1.21, 3.55], [-1.05, 1.69, 2.39], [0.95, -4.82, -0.25], [3.28, 2.49, -0.98], [0.42, 2.72, 0.12], [3.08, -4.72, -0.72], [-1.41, 8.07, 2.72], [1.61, -3.08, 1.25], [4.60, -2.27, 1.17], [-0.02, 3.55, 1.06], [4.02, 2.44, 0.60], [0.80, 5.26, 0.08], [-0.94, 5.35, 3.03], [-1.29, 6.03, 3.78], [-1.98, 0.13, 3.48], [0.40, 0.85, -0.08], [1.66, -4.10, -0.65], [4.96, -4.69, 0.36], [0.24, 4.90, 0.94], [-0.32, -0.20, -2.18], [-1.37, 1.45, 4.49], [-0.74, 3.06, 2.19], [4.24, 0.63, 4.84], [0.12, 7.86, 3.62], [2.86, -1.97, -0.15], [0.03, 9.00, 2.26], [3.85, -1.67, 4.62], [-0.33, 8.06, 2.64], [3.55, -4.42, 1.36], [2.97, 0.45, 6.03], [6.66, 1.08, -1.78], [2.79, -0.22, 0.37], [4.15, 2.11, -0.43], [2.51, -1.14, 3.01], [2.72, -2.13, 2.62], [0.09, 7.07, 1.69], [4.16, 1.97, -3.27], [6.19, 2.80, -0.22], [3.02, -5.81, -0.66], [4.29, -0.21, 2.25], [3.99, -4.19, 0.38], [6.00, 1.86, -2.17], [5.24, 3.72, -1.36], [-1.74, 3.67, 4.01], [-2.84, 1.68, 3.55], [3.18, 0.36, 4.96], [3.08, 0.08, -2.39], [6.61, 2.47, -2.82], [5.44, 2.70, -1.01], [1.32, -3.86, -1.66], [5.22, 0.70, -3.83]], "relative_energy_ev": 0.000, "homo_energy_ev": -12.04, "e_tot_ha": -4955.828299, "gap_ha": 0.3035, "charge": 1}

---

Record 5
{"formula": "C5H9BrO2S", "method": "ωB97M-V with the def2-TZVPD basis set", "elements": ["O", "C", "H", "H", "H", "H", "H", "H", "H", "S", "Br", "O", "H", "C", "C", "H", "C", "C"], "xyz": [[1.69, -1.15, 0.12], [-1.66, -1.90, -0.15], [1.62, 1.05, 1.28], [-0.43, -1.34, 1.77], [0.16, 2.26, 0.94], [1.79, 2.67, 0.69], [-2.18, -1.35, 1.87], [-2.63, -2.43, -0.49], [0.88, 1.84, -1.48], [0.93, -0.40, -0.92], [-2.38, 1.06, -0.68], [0.88, -0.76, -2.35], [-0.77, -2.40, -0.57], [1.11, 1.81, 0.62], [1.42, 1.31, -0.79], [2.45, 1.42, -0.99], [-1.50, -0.47, -0.05], [-1.38, -1.24, 1.20]], "relative_energy_ev": 3.149, "homo_energy_ev": -8.59, "e_tot_ha": -3318.434939, "gap_ha": 0.2852}

---

Record 6
{"formula": "C6H7NO", "method": "ωB97M-V with the def2-TZVPD basis set", "elements": ["H", "C", "H", "C", "O", "N", "H", "C", "H", "C", "C", "H", "H", "H", "C"], "xyz": [[-1.00, 0.42, 2.13], [0.46, -0.96, -0.64], [-1.01, 0.19, -2.04], [0.56, -0.90, 0.76], [1.21, 1.29, 0.05], [-1.67, -0.31, 0.08], [-2.31, 0.60, -0.14], [-0.67, 0.09, -0.93], [-0.39, 2.29, -0.17], [-0.60, 0.20, 1.09], [-0.13, 1.28, -0.07], [0.75, -1.72, 1.49], [2.54, -0.64, -0.31], [0.66, -1.72, -1.34], [1.60, -0.11, 0.03]], "relative_energy_ev": 4.136, "homo_energy_ev": -9.23, "e_tot_ha": -362.661508, "gap_ha": 0.3759}

---

Record 7
{"formula": "C5H11NOS", "method": "ωB97M-V with the def2-TZVPD basis set", "elements": ["H", "C", "H", "H", "C", "S", "H", "C", "H", "N", "H", "C", "H", "H", "O", "H", "H", "C", "H"], "xyz": [[2.17, -1.56, -0.15], [-0.57, -0.65, 0.25], [0.65, -2.40, 1.97], [0.10, -1.28, -1.70], [-0.67, 1.78, 0.64], [1.16, -3.30, 1.18], [-1.66, 3.07, -0.87], [-0.04, -1.71, -0.74], [-0.75, -2.53, -0.81], [0.11, 0.54, 0.09], [-0.21, 3.72, 0.27], [-0.63, 2.99, -0.34], [-1.69, 1.56, 0.85], [1.73, -2.74, -1.18], [-1.41, -0.94, 1.07], [0.06, 2.93, -1.20], [0.64, 0.76, -0.67], [1.33, -2.26, -0.28], [-0.32, 2.02, 1.62]], "relative_energy_ev": 1.730, "homo_energy_ev": -8.95, "e_tot_ha": -725.261309, "gap_ha": 0.3563}

---

Record 8
{"formula": "C7H21O5", "method": "ωB97M-V with the def2-TZVPD basis set", "elements": ["H", "H", "O", "O", "C", "C", "C", "O", "H", "H", "H", "H", "H", "H", "H", "H", "H", "C", "C", "H", "C", "H", "H", "H", "H", "H", "H", "C", "H", "H", "O", "H", "O"], "xyz": [[0.85, -0.67, -1.52], [1.00, 2.57, -1.23], [-1.75, -0.77, -2.12], [0.56, -3.40, 0.90], [0.42, 0.07, 0.90], [0.61, 1.08, 1.99], [1.96, 1.82, 1.99], [-3.38, -2.00, 0.59], [-0.06, -3.08, 0.19], [1.87, 2.91, 1.99], [-1.25, 0.40, -0.26], [2.58, 1.66, 1.11], [-0.53, -0.35, -3.66], [-1.27, 1.01, -2.88], [-0.24, 1.89, -0.35], [0.07, 1.98, 3.74], [-1.49, -1.77, -1.69], [-0.24, 0.80, -0.31], [-0.25, 1.29, 2.98], [2.24, 2.31, -0.79], [-0.76, 0.04, -2.69], [1.42, -3.09, 0.56], [-1.24, -3.50, -1.74], [1.17, 0.91, -2.06], [-3.16, -1.25, 0.03], [-2.62, -2.59, 0.51], [2.49, 1.45, 2.85], [0.37, 0.32, -1.67], [-1.24, 0.91, 3.17], [-0.25, -0.73, 1.20], [1.84, 3.06, -1.26], [1.35, -0.46, 0.63], [-1.07, -2.79, -1.10]], "s_squared": 0.76, "spin_multiplicity": 2, "homo_energy_ev": [-9.40, -9.39], "e_tot_ha": -655.332636, "gap_ha": [0.3574, 0.1873]}

---

One value per record, in order, for F_max: 1.8 0.6 0.5 1.0 3.1 4.7 7.1 2.3 eV Å⁻¹.
One value per record, in order, for M: 781.5 580.2 673.7 570.5 213.1 109.1 133.2 185.2 g/mol.